Formula: C34H47AsN2OP2PdSi2
Source: OMol25
Level of theory: ωB97M-V/def2-TZVPD

As for the relative energy (zero: lowest compared OMol25 entry of this formula, charge and spin): 27.61 kcal per mole. The HOMO energy (spin up / spin down) is -13.41 / -14.12 eV. The multiplicity is 5. For the LUMO energy (spin up / spin down), the calculation gives -0.168 / -0.311 hartree. The value obtained for the strongest force on any atom is 4.8 eV/A. As for the net charge: +2. As for the HOMO-LUMO gap (spin up / spin down): 8.83 / 5.66 eV.

Each line ends with the Löwdin charge.
CARTESIAN COORDINATES (ANGSTROEM)
Pd1 -0.800 -1.397 -0.008  0.834
C1 -5.597 -0.085 -0.372  -0.165
Si1 -4.081 -1.256 -0.075  0.417
C2 -4.332 -2.780 -1.165  -0.166
C3 -4.091 -1.911 1.756  -0.166
N1 -2.630 -0.416 -0.588  -0.197
P1 -1.656 0.878 -0.529  0.722
C4 0.000 0.352 -0.129  -0.446
P2 1.651 0.522 0.409  0.761
N2 2.564 -0.748 0.430  -0.109
Si2 4.209 -1.123 0.062  0.368
C5 4.688 -2.740 0.935  -0.174
C6 4.211 -1.310 -1.806  -0.139
C7 5.247 0.242 0.752  -0.158
C8 2.222 1.902 -0.671  -0.293
C9 2.903 3.050 -0.177  -0.107
C10 3.128 4.134 -0.977  -0.059
C11 2.713 4.101 -2.339  -0.045
C12 2.267 2.900 -2.886  -0.057
C13 1.975 1.800 -2.042  -0.092
C14 1.628 1.122 2.156  -0.251
C15 2.171 0.379 3.227  -0.077
C16 1.983 0.788 4.529  -0.048
C17 1.319 2.000 4.785  -0.054
C18 0.857 2.783 3.772  -0.049
C19 0.998 2.357 2.438  -0.063
C20 -1.682 1.388 -2.282  -0.286
C21 -2.220 2.580 -2.752  -0.066
C22 -2.359 2.851 -4.119  -0.048
C23 -2.096 1.888 -5.071  -0.048
C24 -1.663 0.657 -4.601  -0.065
C25 -1.324 0.406 -3.247  -0.083
C26 -2.042 2.193 0.571  -0.308
C27 -2.948 1.943 1.602  -0.078
C28 -3.250 2.906 2.550  -0.033
C29 -2.681 4.191 2.460  -0.040
C30 -1.720 4.442 1.506  -0.048
C31 -1.496 3.493 0.450  -0.064
H1 -6.516 -0.584 -0.075  0.032
H2 -5.551 0.073 -1.491  0.048
H3 -5.477 0.934 0.048  0.024
H4 -5.278 -3.216 -0.819  0.049
H5 -3.483 -3.467 -1.101  0.007
H6 -4.493 -2.497 -2.204  0.032
H7 -3.574 -1.162 2.405  0.017
H8 -3.739 -2.942 1.959  0.036
H9 -5.190 -1.844 2.018  0.054
H10 3.983 -2.822 1.808  0.025
H11 5.761 -2.788 1.302  0.067
H12 4.549 -3.634 0.318  0.026
H13 4.448 -0.402 -2.375  0.045
H14 3.172 -1.615 -2.057  0.029
H15 4.841 -2.177 -2.081  0.052
H16 5.297 0.125 1.865  0.056
H17 4.802 1.239 0.455  0.037
H18 6.287 0.158 0.446  0.044
H19 3.162 3.102 0.879  0.109
H20 3.594 5.077 -0.607  0.132
H21 2.761 5.001 -2.994  0.128
H22 2.013 2.755 -3.938  0.115
H23 1.432 0.925 -2.440  0.101
H24 2.685 -0.520 2.942  0.086
H25 2.288 0.121 5.350  0.126
H26 1.059 2.211 5.817  0.122
H27 0.364 3.715 3.951  0.108
H28 0.645 2.904 1.591  0.072
H29 -2.564 3.321 -2.030  0.105
H30 -2.771 3.779 -4.426  0.106
H31 -2.152 1.915 -6.154  0.123
H32 -1.522 -0.173 -5.280  0.109
H33 -0.924 -0.574 -2.933  0.092
H34 -3.445 0.995 1.731  0.074
H35 -3.872 2.620 3.362  0.109
H36 -3.104 4.962 3.069  0.115
H37 -1.186 5.367 1.461  0.111
H38 -0.837 3.816 -0.307  0.099
C32 -0.213 -6.389 0.917  -0.174
As1 -0.022 -4.588 0.128  1.059
C33 1.214 -3.759 1.312  -0.235
C34 0.373 -4.964 -1.780  -0.180
O1 -1.331 -3.495 0.138  -0.643
H39 -1.240 -6.389 1.315  0.050
H40 0.522 -6.607 1.679  0.036
H41 -0.143 -7.140 0.129  0.038
H42 1.808 -4.491 1.859  0.051
H43 0.556 -3.181 2.009  0.060
H44 1.760 -3.064 0.707  -0.034
H45 1.427 -5.046 -1.937  0.020
H46 -0.078 -4.155 -2.402  0.042
H47 -0.164 -5.909 -2.097  0.067



Formula: C34H47CrN4Si
Source: OMol25
Level of theory: ωB97M-V/def2-TZVPD

As for the relative energy (zero: lowest compared OMol25 entry of this formula, charge and spin): 0.00 kcal per mole. The HOMO energy (spin up / spin down) is -2.81 / -3.85 eV. The multiplicity is 5. For the LUMO energy (spin up / spin down), the calculation gives 0.100 / 0.096 hartree. The value obtained for the strongest force on any atom is 0.6 eV/A. As for the net charge: -1. As for the HOMO-LUMO gap (spin up / spin down): 5.53 / 6.47 eV.

Each line ends with the Löwdin charge.
CARTESIAN COORDINATES (ANGSTROEM)
Cr1 0.038 0.307 0.524  0.645
C1 1.794 -0.359 -0.479  -0.321
Si1 1.358 -1.825 -1.475  0.595
C2 -0.394 -1.563 -2.166  -0.232
N1 -1.343 -1.227 -1.094  -0.225
C3 -2.439 -0.383 -1.563  -0.217
C4 -3.406 -1.107 -2.503  -0.168
C5 -3.786 -2.487 -1.927  -0.192
C6 -3.343 -2.605 -0.471  -0.186
C7 -1.830 -2.426 -0.372  -0.181
C8 2.438 -2.092 -3.019  -0.220
C9 3.317 -3.167 -3.160  -0.098
C10 4.133 -3.298 -4.277  -0.103
C11 4.086 -2.347 -5.287  -0.113
C12 3.224 -1.266 -5.168  -0.101
C13 2.415 -1.145 -4.048  -0.098
C14 1.401 -3.452 -0.514  -0.246
C15 1.001 -4.652 -1.113  -0.126
C16 1.020 -5.851 -0.418  -0.102
C17 1.443 -5.873 0.905  -0.107
C18 1.838 -4.695 1.520  -0.092
C19 1.816 -3.499 0.815  -0.094
H1 2.144 0.417 -1.163  -0.023
H2 2.591 -0.536 0.250  -0.006
H3 -0.739 -2.408 -2.784  0.090
H4 -0.324 -0.701 -2.841  0.082
H5 -2.008 0.504 -2.030  0.113
H6 -2.975 -0.019 -0.688  0.092
H7 -2.951 -1.218 -3.490  0.099
H8 -4.294 -0.485 -2.639  0.104
H9 -3.290 -3.278 -2.499  0.103
H10 -4.860 -2.665 -2.020  0.098
H11 -3.604 -3.585 -0.063  0.110
H12 -3.862 -1.866 0.145  0.110
H13 -1.362 -3.309 -0.816  0.102
H14 -1.503 -2.392 0.673  0.089
H15 3.368 -3.920 -2.382  0.092
H16 4.808 -4.142 -4.356  0.094
H17 4.721 -2.445 -6.159  0.092
H18 3.184 -0.513 -5.947  0.096
H19 1.763 -0.281 -3.970  0.088
H20 0.670 -4.650 -2.148  0.104
H21 0.704 -6.767 -0.905  0.093
H22 1.456 -6.807 1.455  0.092
H23 2.153 -4.701 2.557  0.096
H24 2.093 -2.581 1.318  0.082
C20 -0.504 -2.539 5.208  -0.106
N2 -0.082 -1.439 4.377  -0.251
C21 -0.262 -0.113 4.936  -0.079
C22 -0.095 -1.599 3.020  -0.259
N3 -0.069 -0.860 2.056  -0.039
H25 0.058 -2.542 6.146  0.075
H26 -0.318 -3.471 4.678  0.072
H27 -1.575 -2.486 5.452  0.079
H28 0.222 -0.058 5.914  0.078
H29 -1.322 0.143 5.053  0.080
H30 0.195 0.613 4.268  0.074
C23 0.750 2.586 -2.677  -0.075
C24 1.157 3.636 -1.637  -0.380
C25 2.366 3.215 -0.803  -0.072
C26 0.025 4.123 -0.751  -0.154
C27 -0.248 5.480 -0.797  -0.081
C28 -1.207 6.074 0.011  -0.128
C29 -1.905 5.259 0.884  -0.082
C30 -1.692 3.889 0.968  -0.157
C31 -2.625 3.122 1.884  -0.387
C32 -3.636 2.316 1.064  -0.064
C33 -1.941 2.264 2.938  -0.092
C34 -0.713 3.261 0.135  -0.274
N4 -0.528 1.919 0.118  -0.118
H31 1.625 2.260 -3.250  0.067
H32 0.022 3.004 -3.376  0.077
H33 0.307 1.719 -2.194  0.033
H34 1.474 4.518 -2.208  0.112
H35 2.132 2.363 -0.168  0.042
H36 2.684 4.040 -0.161  0.077
H37 3.204 2.943 -1.450  0.074
H38 0.330 6.095 -1.480  0.097
H39 -1.396 7.139 -0.034  0.080
H40 -2.664 5.696 1.527  0.097
H41 -3.186 3.887 2.435  0.114
H42 -3.099 1.645 0.396  0.037
H43 -4.251 2.980 0.454  0.078
H44 -4.293 1.724 1.707  0.072
H45 -1.343 1.472 2.488  0.019
H46 -2.694 1.801 3.582  0.070
H47 -1.285 2.872 3.566  0.084



Formula: C34H47N5O2PPtS
Source: OMol25
Level of theory: ωB97M-V/def2-TZVPD

As for the relative energy (zero: lowest compared OMol25 entry of this formula, charge and spin): 0.77 kcal per mole. The HOMO energy (spin up / spin down) is -15.43 / -15.97 eV. The multiplicity is 5. For the LUMO energy (spin up / spin down), the calculation gives -0.335 / -0.425 hartree. The value obtained for the strongest force on any atom is 0.4 eV/A. As for the net charge: +3. As for the HOMO-LUMO gap (spin up / spin down): 6.33 / 4.41 eV.

Each line ends with the Löwdin charge.
CARTESIAN COORDINATES (ANGSTROEM)
Pt1 -0.027 0.176 1.064  1.009
N1 -1.112 1.563 2.444  -0.074
C1 -0.378 2.343 3.492  -0.204
C2 0.142 1.542 4.680  -0.170
C3 1.496 0.848 4.498  -0.169
C4 1.472 -0.597 4.013  -0.194
N2 0.369 -0.897 3.063  -0.044
H1 -1.568 2.237 1.832  0.077
H2 -1.873 1.058 2.893  0.074
H3 -1.073 3.100 3.863  0.129
H4 0.447 2.857 2.995  0.112
H5 -0.636 0.862 5.051  0.123
H6 0.258 2.272 5.482  0.128
H7 2.011 0.841 5.459  0.128
H8 2.105 1.461 3.833  0.095
H9 1.360 -1.271 4.866  0.134
H10 2.415 -0.849 3.528  0.106
H11 -0.505 -0.733 3.556  0.061
H12 0.373 -1.898 2.872  0.059
O1 3.868 0.237 1.882  0.245
C5 3.043 0.864 1.237  -0.528
O2 1.969 1.405 1.476  -0.056
C6 3.597 0.856 -0.303  -0.156
C7 4.970 1.023 -0.549  0.036
C8 5.311 1.129 -1.870  0.049
C9 4.324 1.040 -2.876  -0.125
C10 4.631 1.120 -4.256  0.004
C11 3.640 1.006 -5.187  -0.032
C12 2.297 0.813 -4.787  -0.039
C13 1.962 0.728 -3.465  -0.023
C14 2.973 0.831 -2.487  -0.185
N3 2.664 0.720 -1.161  0.181
H13 5.681 1.087 0.259  0.134
H14 6.347 1.267 -2.156  0.142
H15 5.660 1.266 -4.558  0.132
H16 3.878 1.059 -6.240  0.124
H17 1.532 0.719 -5.547  0.117
H18 0.941 0.568 -3.144  0.092
N4 -1.602 5.759 -3.999  0.206
C15 -0.983 5.790 -2.850  -0.665
S1 -0.401 7.196 -2.133  1.086
C16 -0.803 4.536 -2.072  -0.231
C17 0.416 4.233 -1.478  0.013
C18 0.519 3.063 -0.737  -0.091
N5 -0.500 2.217 -0.567  0.035
C19 -1.669 2.525 -1.136  -0.109
C20 -1.875 3.665 -1.895  0.029
H19 -1.797 6.598 -4.533  0.156
H20 -1.873 4.875 -4.413  0.157
H21 1.282 4.871 -1.598  0.124
H22 1.447 2.796 -0.253  0.092
H23 -2.484 1.833 -0.975  0.095
H24 -2.857 3.874 -2.299  0.136
C21 0.320 -1.956 -1.807  -0.103
C22 -1.185 -1.964 -1.492  -0.659
C23 -1.849 -0.848 -2.298  -0.080
C24 -1.754 -3.323 -1.918  -0.052
P1 -1.353 -1.661 0.354  1.030
C25 -0.586 -3.157 1.060  -0.373
C26 -1.299 -4.282 1.477  -0.080
C27 -0.634 -5.419 1.914  -0.032
C28 0.751 -5.458 1.935  -0.032
C29 1.477 -4.349 1.521  -0.043
C30 0.814 -3.212 1.090  -0.157
C31 -3.132 -1.523 0.919  -0.658
C32 -3.165 -1.694 2.444  -0.069
C33 -3.662 -0.119 0.594  -0.097
C34 -4.088 -2.523 0.249  -0.057
H25 0.443 -1.910 -2.890  0.097
H26 0.811 -2.863 -1.462  0.085
H27 0.834 -1.089 -1.376  0.029
H28 -1.717 -1.067 -3.359  0.103
H29 -1.378 0.116 -2.094  0.044
H30 -2.921 -0.773 -2.120  0.070
H31 -1.405 -3.532 -2.931  0.105
H32 -2.840 -3.336 -1.940  0.074
H33 -1.403 -4.136 -1.282  0.086
H34 -2.378 -4.297 1.465  0.092
H35 -1.206 -6.280 2.234  0.125
H36 1.264 -6.347 2.274  0.124
H37 2.558 -4.371 1.533  0.121
H38 1.398 -2.351 0.774  0.086
H39 -2.582 -0.923 2.954  0.051
H40 -2.802 -2.660 2.783  0.077
H41 -4.196 -1.586 2.786  0.107
H42 -3.023 0.670 0.988  0.035
H43 -4.652 -0.009 1.040  0.109
H44 -3.778 0.032 -0.478  0.062
H45 -3.766 -3.558 0.308  0.075
H46 -4.239 -2.279 -0.801  0.078
H47 -5.059 -2.450 0.742  0.106